# 1
83
Properties=species:S:1:pos:R:3:forces:R:3 method="wB97M-V/def2-TZVPD" homo_energy_ev=-7.26 lumo_energy_ev=0.0 gap_ev=7.237
Ir 0.437 -0.164 -0.245 -0.0682 -0.4329 0.1873
S 0.970 0.829 1.902 -0.0128 -0.0092 0.0153
P -0.667 1.977 1.373 -0.0126 -0.0262 -0.0298
C -1.027 1.229 -0.088 0.0383 0.2380 -0.0430
P -1.971 0.881 -1.435 -0.0227 -0.0160 0.0443
S -0.896 -0.698 -2.183 -0.0109 -0.0267 0.0009
C -3.682 0.381 -1.071 0.0093 0.0146 -0.0170
C -4.027 -0.964 -0.961 0.0073 0.0112 -0.0121
C -5.315 -1.323 -0.588 -0.0148 -0.0039 -0.0233
C -6.259 -0.342 -0.314 0.0006 0.0144 -0.0106
C -5.917 1.000 -0.418 -0.0103 -0.0113 0.0020
C -4.635 1.361 -0.801 0.0103 0.0219 -0.0021
C -2.174 2.224 -2.622 0.0370 0.0013 -0.0084
C -1.387 3.362 -2.487 0.0046 -0.0212 0.0457
C -1.493 4.387 -3.418 0.0124 -0.0030 -0.0047
C -2.378 4.272 -4.477 -0.0050 0.0083 -0.0090
C -3.162 3.131 -4.617 0.0012 0.0027 -0.0195
C -3.061 2.106 -3.693 -0.0243 -0.0043 0.0188
C -1.950 1.884 2.651 0.0188 0.0102 0.0003
C -3.010 0.993 2.523 0.0006 -0.0053 -0.0245
C -3.941 0.869 3.545 0.0036 -0.0037 0.0025
C -3.809 1.626 4.699 -0.0059 0.0086 0.0088
C -2.753 2.519 4.831 -0.0118 -0.0025 0.0085
C -1.829 2.653 3.808 0.0262 0.0117 -0.0045
C -0.253 3.736 1.377 -0.0127 0.0118 -0.0198
C -1.234 4.628 0.946 -0.0096 -0.0349 -0.0272
C -0.968 5.985 0.906 0.0068 0.0225 0.0182
C 0.275 6.456 1.315 -0.0293 0.0225 -0.0123
C 1.246 5.573 1.754 0.0288 -0.0099 -0.0163
C 0.987 4.209 1.779 0.0014 -0.0240 -0.0059
H -3.285 -1.719 -1.193 0.0046 -0.0042 -0.0046
H -5.582 -2.370 -0.513 0.0007 0.0049 -0.0037
H -7.263 -0.624 -0.025 0.0006 0.0005 -0.0031
H -6.653 1.766 -0.209 0.0016 -0.0016 0.0015
H -4.376 2.409 -0.901 -0.0013 -0.0108 0.0070
H -0.676 3.437 -1.672 -0.0777 0.0106 -0.0527
H -0.870 5.266 -3.313 -0.0003 -0.0045 0.0044
H -2.458 5.070 -5.205 -0.0044 0.0008 0.0038
H -3.849 3.042 -5.448 0.0027 -0.0003 -0.0001
H -3.671 1.217 -3.800 0.0032 0.0032 -0.0030
H -3.106 0.411 1.613 0.0022 0.0023 0.0010
H -4.768 0.180 3.446 -0.0267 -0.0359 -0.0085
H -4.532 1.522 5.498 0.0024 -0.0010 -0.0014
H -2.651 3.112 5.730 -0.0009 -0.0007 -0.0024
H -1.013 3.359 3.905 -0.0101 -0.0118 0.0043
H -2.207 4.259 0.634 0.0149 0.0039 -0.0061
H -1.726 6.675 0.560 0.0053 -0.0023 -0.0005
H 0.485 7.518 1.283 0.0009 -0.0028 -0.0017
H 2.218 5.940 2.057 -0.0031 0.0037 0.0059
H 1.754 3.511 2.090 0.0067 -0.0076 -0.0003
C 2.882 -2.410 -0.696 0.0086 -0.0046 0.0139
O 1.649 -2.103 -0.035 0.0220 0.0388 0.0166
C 1.051 -3.085 0.708 -0.0771 0.0325 0.0022
C 1.644 -4.321 0.908 -0.0131 0.0137 0.0004
C 0.977 -5.272 1.666 -0.0095 -0.0107 0.0052
Br 1.804 -6.950 1.938 0.0021 -0.0034 0.0010
C -0.265 -5.033 2.205 0.0172 -0.0058 -0.0053
C -0.871 -3.793 2.000 0.0269 0.0374 -0.0278
C -0.203 -2.814 1.276 0.0526 -0.0153 -0.0147
O -0.798 -1.559 1.099 0.1232 0.1156 -0.0210
C -2.221 -3.609 2.563 -0.0115 -0.0106 0.0052
N -2.688 -4.364 3.520 0.0153 0.0060 -0.0032
C -3.995 -3.954 3.699 0.0074 0.0072 -0.0176
C -4.960 -4.419 4.593 0.0064 -0.0106 -0.0004
C -6.210 -3.839 4.551 -0.0101 0.0019 0.0034
C -6.509 -2.813 3.638 -0.0093 0.0025 0.0055
C -5.566 -2.338 2.749 0.0005 0.0368 0.0177
C -4.303 -2.924 2.801 0.0001 0.0085 0.0006
N -3.142 -2.712 2.089 0.0018 -0.0263 0.0250
H 2.748 -3.267 -1.357 0.0015 0.0110 -0.0077
H 3.662 -2.608 0.040 -0.0034 -0.0084 -0.0022
H 3.141 -1.529 -1.272 -0.0060 0.0196 0.0092
H 2.611 -4.552 0.491 -0.0025 -0.0017 0.0007
H -0.790 -5.779 2.782 -0.0005 0.0020 -0.0008
H -0.602 -1.000 1.887 -0.0295 -0.0784 -0.0167
H -4.723 -5.213 5.289 0.0016 0.0032 -0.0030
H -6.981 -4.179 5.230 0.0024 0.0017 -0.0029
H -7.504 -2.387 3.632 0.0050 -0.0019 -0.0008
H -5.799 -1.552 2.044 0.0041 -0.0016 0.0354
H -2.982 -2.040 1.356 -0.0015 0.0085 -0.0100
S 1.997 0.905 -1.512 -0.0802 0.1274 -0.1300
C 1.789 2.573 -1.361 0.0992 -0.0190 0.1124
N 1.716 3.727 -1.318 -0.0214 0.0132 0.0074

---

# 2
15
Properties=species:S:1:pos:R:3:forces:R:3 method="wB97M-V/def2-TZVPD" homo_energy_ev=-7.13 lumo_energy_ev=0.5 gap_ev=7.682 smiles="C=CC(=C)N.O"
N -1.091 -0.857 -0.380 1.4674 -0.1416 0.3080
C -0.834 0.429 0.045 -0.1255 0.6534 1.0197
C -1.305 0.947 1.243 0.4278 0.1168 -0.0790
C 0.920 2.083 -0.158 0.1263 -0.7840 -0.5165
C 0.080 1.243 -0.766 -1.3720 -0.4139 -0.8302
H -1.267 -1.494 0.391 -0.4631 -0.0124 -0.1366
H -0.353 -1.214 -0.977 -0.1363 -0.3282 0.0287
H -0.958 0.609 2.214 -1.1551 -1.1186 0.0332
H -1.786 1.915 1.259 1.0053 0.5630 -0.1060
H 1.579 2.716 -0.729 0.2260 0.0722 0.0372
H 1.071 1.908 0.891 -0.1927 0.7743 0.3603
H 0.088 1.003 -1.830 0.1092 0.6604 -0.1161
H 1.649 -3.608 -0.893 -0.0314 0.0894 0.1522
H 1.205 -2.730 0.305 0.1080 -0.1507 -0.2199
O 1.003 -2.950 -0.614 0.0060 0.0200 0.0651

---

# 3
3
Properties=species:S:1:pos:R:3:forces:R:3 method="wB97M-V/def2-TZVPD" homo_energy_ev=-8.68 lumo_energy_ev=-3.1 gap_ev=5.559
Pb 0.275 0.014 -1.611 0.3245 0.1580 5.3277
F 1.316 0.228 0.432 -0.9193 -0.2206 -3.4947
F -1.592 -0.242 1.179 0.5948 0.0626 -1.8330

---

# 4
91
Properties=species:S:1:pos:R:3:forces:R:3 method="wB97M-V/def2-TZVPD" charge=-1 homo_energy_ev="-4.12 / -6.38" lumo_energy_ev="1.4 / -0.1" s_squared=8.7976 gap_ev="5.488 / 6.250" multiplicity=6
Ru -0.098 0.776 -0.467 -0.5792 0.2120 -0.0747
C 1.998 -1.941 -2.674 0.3590 -0.4781 0.3715
O 0.995 -1.653 -1.701 0.2808 -0.2734 0.1807
C -0.044 -2.516 -1.591 0.1602 0.1517 0.0139
C -0.108 -3.698 -2.311 -0.0521 -0.1836 -0.0342
C -1.203 -4.547 -2.189 0.0440 0.0313 -0.0299
C -2.237 -4.216 -1.333 -0.0461 -0.0457 0.0511
C -2.179 -3.040 -0.607 -0.0664 -0.1053 -0.0124
C -1.094 -2.161 -0.711 -0.0800 0.1283 0.2547
N -1.091 -0.958 0.003 0.1561 -0.0757 0.1011
N -2.114 -0.912 0.884 -0.3480 -0.0009 0.0942
C -2.364 0.088 1.711 0.6181 0.0141 -0.3230
C -1.424 1.153 2.040 -0.0047 -0.2916 -0.0260
O -0.222 1.088 1.559 -0.0949 0.0499 -0.5347
C -1.843 2.248 2.828 0.1662 0.1142 -0.1101
C -3.103 2.312 3.319 -0.1395 -0.0052 0.0870
C -4.053 1.256 3.082 0.0600 -0.0221 0.0201
C -5.353 1.322 3.598 -0.0522 0.0187 0.0617
C -6.258 0.306 3.379 0.0193 -0.0485 -0.0132
C -5.880 -0.819 2.637 -0.0450 0.0723 0.0546
C -4.610 -0.898 2.112 0.0521 -0.0299 -0.0358
C -3.683 0.135 2.313 -0.1494 0.0120 0.0085
H 1.553 -2.105 -3.655 -0.0503 -0.0478 -0.0613
H 2.587 -2.812 -2.375 -0.1105 -0.1651 0.0011
H 2.624 -1.060 -2.727 -0.0053 -0.5481 0.1833
H 0.702 -3.977 -2.968 -0.0132 0.0499 0.0055
H -1.242 -5.455 -2.779 0.0222 0.0160 0.0454
H -3.100 -4.865 -1.237 0.0354 0.0645 -0.0074
H -2.993 -2.741 0.032 0.0215 -0.0455 -0.0649
H -1.136 3.059 2.950 -0.0167 -0.0439 0.0029
H -3.420 3.175 3.895 -0.0205 -0.0520 -0.0555
H -5.639 2.195 4.175 0.0043 -0.0370 -0.0315
H -7.263 0.374 3.781 0.0476 0.0163 -0.0075
H -6.587 -1.624 2.474 0.0253 0.0297 -0.0044
H -4.304 -1.762 1.538 -0.0206 0.0667 0.0183
O 0.742 4.882 -1.777 -0.0339 -0.2864 -0.5312
P -0.025 3.722 -0.986 0.1297 -0.1362 0.1948
O -0.248 4.060 0.427 0.0852 0.2663 -0.0490
O 0.860 2.444 -1.193 -0.4650 0.0802 0.5161
O -1.349 3.536 -1.859 0.0964 0.0917 0.1127
P -2.727 2.864 -1.228 -0.0168 -0.1622 0.3310
O -3.374 2.223 -2.546 0.1151 -0.2260 -0.0735
O -3.600 3.890 -0.650 0.0583 -0.0279 -0.1266
O -2.206 1.710 -0.376 0.2033 -0.0015 -0.2431
H 0.800 4.613 -2.713 0.0730 0.1451 0.2860
H -3.137 1.278 -2.601 -0.0610 0.1945 0.0600
O -2.318 -0.559 -2.792 -0.0620 0.0045 0.0132
C -1.241 -0.220 -3.246 0.0465 0.4045 0.3521
N -0.287 0.512 -2.559 -0.0788 0.2355 -0.9130
S 0.907 1.060 -3.608 -0.2820 -0.0649 -0.2044
O 0.753 2.414 -4.076 -0.0549 -0.1926 0.3997
O 2.208 0.642 -3.152 -0.1540 1.1621 -0.0444
C 0.385 0.034 -4.959 -0.0545 0.0849 0.0320
C 0.968 -0.137 -6.199 0.2237 0.1142 -0.0137
C 0.303 -0.945 -7.111 -0.0523 -0.0191 0.0031
C -0.912 -1.550 -6.784 0.0420 -0.0267 0.0127
C -1.485 -1.358 -5.534 -0.0453 -0.0523 -0.1245
C -0.814 -0.550 -4.636 0.0404 -0.0344 0.1784
H 1.911 0.339 -6.445 -0.0913 -0.0290 -0.0008
H 0.732 -1.100 -8.093 -0.0127 -0.0271 0.0129
H -1.409 -2.179 -7.514 0.0239 0.0373 0.0201
H -2.424 -1.817 -5.252 0.0206 0.0284 0.0020
C 6.517 6.296 1.748 -0.0031 -0.0565 -0.0176
C 5.803 4.949 1.652 0.2097 0.0573 0.0320
S 7.019 3.662 1.890 0.0866 0.0376 0.0580
O 7.908 3.663 0.754 -0.0685 -0.0164 0.0058
O 7.559 3.808 3.219 -0.0140 -0.0167 -0.0331
C 6.080 2.154 1.862 -0.0265 0.0774 -0.0459
C 5.501 1.865 0.476 -0.0787 -0.1170 0.2025
N 4.335 0.991 0.547 0.3074 -0.1437 0.0462
C 3.066 1.431 0.683 -0.2781 -0.0374 0.0144
N 2.195 0.423 0.639 0.2974 0.2418 -0.1732
C 2.924 -0.707 0.511 -0.0717 -0.1414 0.0150
C 4.249 -0.390 0.450 -0.0072 0.0769 -0.0803
N 5.340 -1.286 0.322 -0.1834 0.1687 0.0417
O 6.474 -0.851 0.423 0.4254 0.3485 0.0816
O 5.078 -2.453 0.128 -0.1908 -0.4486 -0.0658
C 2.750 2.861 0.930 -0.0886 -0.0019 -0.0718
H 5.807 7.104 1.581 -0.0048 -0.0164 0.0035
H 7.306 6.363 0.997 -0.0649 0.0079 0.0149
H 6.970 6.419 2.732 -0.0437 0.0050 -0.0266
H 5.352 4.799 0.670 -0.0310 0.0409 0.0926
H 5.054 4.821 2.436 0.0108 0.0428 -0.0750
H 5.314 2.260 2.633 -0.0094 -0.0750 -0.0651
H 6.790 1.384 2.166 -0.0549 -0.0339 0.0266
H 6.257 1.390 -0.129 0.1113 -0.0508 -0.1816
H 5.190 2.777 -0.027 -0.0733 0.0012 -0.0032
H 2.482 -1.688 0.511 -0.0150 -0.0088 -0.1579
H 3.357 3.247 1.753 -0.0316 -0.0373 -0.0297
H 1.695 2.968 1.177 0.0255 0.0039 0.0112
H 2.933 3.464 0.037 -0.0058 -0.0194 0.0495

---

Sequential relative energy (zero: lowest compared OMol25 entry of this formula, charge and spin) output: 0.000 3.557 0.000 0.000 eV
Sequential DFT total energy output: -174515.6573 -7828.7633 -10679.0351 -118238.7350 eV